Density functional theory data (ωB97M-V/def2-TZVPD) for an isolated ion of composition C27H52BBr2N2O3Si and charge +1.

Computed properties:
**Net charge**: +1
**Frontier orbital gap**: 9.097 eV
**SMILES**: CCC[C@@H](C)c1c(CCO[Si](C)(C)C)c([C@H](Br)[C@@H](C)Br)[n+]([C@H](C)CCC)c(CCN)c1B(O)OCC
**HOMO**: -12.27 eV

Atoms and positions in Å:
1 C -5.66459 1.14686 -0.05380
2 C -4.77771 0.59358 -1.18122
3 C -3.48118 1.41461 -1.31170
4 C -2.21894 0.52177 -1.61919
5 C -1.46918 0.94362 -2.91694
6 C -1.29152 0.40041 -0.44102
7 C -1.11261 -0.82929 0.25520
8 C -1.97511 -2.01296 -0.16543
9 C -1.51918 -2.81066 -1.38727
10 O -0.15085 -3.15109 -1.34835
11 Si 0.80262 -2.82581 -2.69854
12 C -0.07950 -3.18064 -4.31570
13 C 1.51349 -1.07681 -2.63828
14 C 2.26849 -4.00369 -2.58013
15 C -0.20310 -0.91481 1.31597
16 C -0.01390 -2.26502 1.95532
17 Br -0.82750 -2.30032 3.73849
18 C 1.40779 -2.87709 2.01833
19 C 1.27704 -4.39909 1.94743
20 Br 2.44724 -2.33788 0.47856
21 N 0.46211 0.19402 1.76947
22 C 1.34262 0.12309 2.98217
23 C 0.81692 1.02578 4.10852
24 C 2.85325 0.34158 2.73287
25 C 3.76524 -0.61923 3.53685
26 C 4.97693 -1.11429 2.72608
27 C 0.29902 1.37489 1.13017
28 C 1.05530 2.60306 1.53644
29 C 0.24042 3.68146 2.35314
30 N -1.09525 3.21929 2.76955
31 C -0.56469 1.50336 0.02769
32 B -0.66340 2.95200 -0.66864
33 O -1.66524 3.83802 -0.42006
34 O 0.36438 3.29211 -1.49249
35 C 0.03976 4.09310 -2.65197
36 C 0.98098 3.76504 -3.80339
37 H -5.05219 1.33393 0.82541
38 H -6.19389 2.04474 -0.35245
39 H -6.37762 0.37925 0.23922
40 H -5.30792 0.66103 -2.12684
41 H -4.56722 -0.44307 -0.93974
42 H -3.30357 1.93688 -0.38061
43 H -3.54695 2.14498 -2.11111
44 H -2.65265 -0.42524 -1.88700
45 H -1.39973 0.09990 -3.59733
46 H -0.44280 1.21028 -2.68282
47 H -1.95025 1.78112 -3.40815
48 H -2.17957 -2.68199 0.66140
49 H -2.94701 -1.58585 -0.38092
50 H -2.08450 -3.74454 -1.36700
51 H -1.82602 -2.29416 -2.29991
52 H 0.48029 -3.84704 -4.96394
53 H -0.23914 -2.25543 -4.87195
54 H -1.07258 -3.60380 -4.17038
55 H 2.59524 -1.14663 -2.54039
56 H 1.30731 -0.54642 -3.56538
57 H 1.16860 -0.51029 -1.77599
58 H 1.99948 -4.92710 -2.07427
59 H 3.12653 -3.53533 -2.10965
60 H 2.54311 -4.26104 -3.60310
61 H -0.56582 -3.00878 1.41421
62 H 1.89401 -2.65160 2.95791
63 H 0.73436 -4.79147 2.80241
64 H 2.25954 -4.84695 1.84686
65 H 0.75012 -4.64918 1.02686
66 H 1.25904 -0.85283 3.42547
67 H -0.25180 1.16803 3.98830
68 H 0.94882 0.50965 5.05619
69 H 1.35720 1.96184 4.18755
70 H 3.13405 1.33880 3.06517
71 H 3.07952 0.31869 1.67181
72 H 3.19322 -1.42535 3.99006
73 H 4.17514 -0.04357 4.36110
74 H 4.88877 -0.90918 1.66603
75 H 5.86376 -0.57631 3.05355
76 H 5.19080 -2.17130 2.85526
77 H 1.52787 3.05713 0.67282
78 H 1.88302 2.35178 2.18316
79 H 0.08284 4.52322 1.68719
80 H 0.82284 3.97549 3.21552
81 H -1.81667 3.77939 2.34733
82 H -1.20129 3.26305 3.77073
83 H -2.26502 3.47346 0.23617
84 H 0.17225 5.13536 -2.37684
85 H -0.98589 3.93162 -2.96242
86 H 1.63548 2.92804 -3.57580
87 H 1.60034 4.61308 -4.07581
88 H 0.41643 3.50476 -4.69599

Atoms 1-2, force components in eV/Å:
0.137 -0.673 -0.266
-0.009 1.035 0.472

***

Density functional theory data (ωB97M-V/def2-TZVPD) for C27H52N4O7PS2Si2TeV as an isolated structure.

Computed properties:
**Net charge**: -1
**Frontier orbital gap (alpha / beta)**: 6.246 / 7.149 eV
**Multiplicity**: 4
**HOMO (alpha / beta)**: -4.04 / -4.94 eV
**Energy above the lowest of the compared OMol25 structures with the same formula, charge and spin**: 0.0 kJ/mol

Atoms and positions in Å:
1 V 0.69620 0.01716 -0.24956
2 O -0.55068 -5.78055 -0.02507
3 C 0.62001 -5.62714 -0.62344
4 O 1.27679 -6.57135 -1.00134
5 C 1.10112 -4.23566 -0.81945
6 C 2.29142 -3.91358 -1.44008
7 N 2.39240 -2.58182 -1.45672
8 N 1.34160 -2.00201 -0.87442
9 C 0.54045 -2.98511 -0.48843
10 C -0.74901 -2.56224 0.15724
11 O -1.55007 -3.43497 0.52856
12 O -0.90694 -1.30840 0.24414
13 H -0.96896 -4.89688 0.22140
14 H 3.04141 -4.55661 -1.86669
15 H 3.12341 -1.97920 -1.86886
16 C 5.92434 3.04532 0.44767
17 C 6.10393 2.37919 -0.90463
18 C 5.17724 2.94893 -1.96570
19 O 6.01102 0.94447 -0.75110
20 P 4.68531 0.02625 -0.86920
21 S 4.28201 -0.31836 -2.78569
22 S 3.22794 0.72703 0.27429
23 O 5.21576 -1.31341 -0.16174
24 C 6.50827 -1.94432 -0.23757
25 C 7.13713 -1.91840 -1.61938
26 C 7.41680 -1.35408 0.82728
27 H 6.18130 4.10397 0.36620
28 H 6.58075 2.58438 1.18727
29 H 4.89448 2.94997 0.78929
30 H 7.13698 2.52435 -1.23189
31 H 4.13717 2.81673 -1.66645
32 H 5.32461 2.45311 -2.92313
33 H 5.37623 4.01722 -2.07531
34 H 6.28967 -2.98266 0.02392
35 H 7.37657 -0.89960 -1.92273
36 H 6.46851 -2.34462 -2.36457
37 H 8.05910 -2.50363 -1.58942
38 H 7.67511 -0.32574 0.57691
39 H 8.33337 -1.94342 0.90026
40 H 6.91519 -1.36276 1.79481
41 C -5.81229 0.60379 3.20950
42 Si -5.49064 2.19867 2.28117
43 C -7.09322 3.18703 2.22283
44 C -4.19665 3.20696 3.18467
45 C -4.90086 1.85380 0.54413
46 Te -3.09347 0.66267 0.52333
47 C -4.14442 -1.19599 0.33045
48 Si -4.45789 -1.67814 -1.44786
49 C -5.37311 -3.31868 -1.49053
50 C -2.84767 -1.85629 -2.38211
51 C -5.51697 -0.37929 -2.29800
52 H -6.12105 0.81368 4.23656
53 H -4.90928 -0.00928 3.24457
54 H -6.60433 0.01717 2.73712
55 H -7.45489 3.41429 3.22898
56 H -7.87802 2.63335 1.70174
57 H -6.94815 4.13411 1.69747
58 H -4.51863 3.43639 4.20356
59 H -4.00736 4.15320 2.67152
60 H -3.25321 2.66030 3.24090
61 H -4.66549 2.78693 0.02572
62 H -5.64389 1.33250 -0.06202
63 H -5.06602 -1.10179 0.90817
64 H -3.51135 -1.94280 0.81290
65 H -4.78329 -4.09590 -0.99962
66 H -5.56303 -3.63761 -2.51874
67 H -6.33528 -3.24975 -0.97692
68 H -2.30186 -2.73715 -2.03539
69 H -2.22308 -0.97513 -2.22205
70 H -3.02790 -1.96614 -3.45471
71 H -6.48547 -0.26855 -1.80307
72 H -5.70450 -0.66159 -3.33723
73 H -5.01858 0.59259 -2.29598
74 N 1.23397 1.85385 -6.29519
75 C 1.13302 1.40432 -4.98958
76 C 0.56888 0.16248 -4.69797
77 C 0.45420 -0.22971 -3.38362
78 N 0.86434 0.51828 -2.35576
79 C 1.43298 1.70456 -2.63741
80 C 1.55626 2.19132 -3.92016
81 H 1.23013 1.13472 -7.00008
82 H 1.94227 2.55179 -6.45439
83 H 0.22258 -0.48994 -5.48928
84 H 0.01369 -1.18671 -3.13193
85 H 1.78152 2.26649 -1.77961
86 H 2.01573 3.15633 -4.09112
87 C -0.58122 3.57108 -0.23520
88 C -0.21694 2.79352 1.02963
89 C 0.62868 3.65685 1.96319
90 O 0.46937 1.63357 0.72592
91 H -1.19755 4.44575 -0.00824
92 H -1.12724 2.92517 -0.92605
93 H 0.33264 3.91177 -0.73223
94 H -1.15902 2.55820 1.55995
95 H 1.56574 3.91662 1.46295
96 H 0.87419 3.09556 2.86558
97 H 0.10726 4.57586 2.24613

Atoms 1-2, force components in eV/Å:
0.584 -0.291 -0.275
-0.018 0.044 0.016

***

Density functional theory data (ωB97M-V/def2-TZVPD) for an isolated ion of composition C27H52NO3S and charge +1.

Computed properties:
**Net charge**: +1
**Frontier orbital gap**: 8.382 eV
**SMILES**: C#CCCC[C@@]1(S)C[C@H](CCCCCCCCCCCCC)[NH2+]C[C@H]1COCOCCO
**HOMO**: -11.40 eV

Atoms and positions in Å:
1 C -1.96600 -3.70325 2.79262
2 C -2.73847 -2.51376 2.95669
3 C -3.75345 -1.19118 2.82514
4 C -4.35356 -1.12143 1.30068
5 C -4.03566 0.29478 0.50701
6 C -2.82992 0.20103 -0.59419
7 S -1.38032 -0.65606 0.31113
8 C -3.24793 -0.81921 -1.80799
9 C -2.11076 -0.94883 -3.00731
10 C -1.58061 -2.50288 -3.13442
11 C 0.02509 -2.65917 -3.42559
12 C 0.77502 -2.70553 -1.93143
13 C 1.71063 -4.07060 -1.74426
14 C 3.23519 -3.66065 -1.28054
15 C 3.56171 -3.92703 0.30500
16 C 2.41350 -3.39120 1.34631
17 C 2.21642 -1.76383 1.38689
18 C 3.60471 -0.89682 1.48260
19 C 3.13858 0.68848 1.72850
20 C 4.36986 1.75802 1.55575
21 C 4.32146 2.54467 0.09970
22 C 4.56773 4.16932 0.22315
23 N -1.01498 0.09077 -2.93626
24 C -1.60733 1.45670 -2.67390
25 C -2.23658 1.62148 -1.13292
26 C -3.28386 2.87023 -1.19933
27 O -2.74191 3.98628 -0.36345
28 C -2.89349 3.69898 1.06987
29 O -2.14090 4.78311 1.78493
30 C -1.15182 4.20599 2.70935
31 C 0.17907 3.56596 1.98770
32 O 0.92976 4.49988 1.13345
33 H -1.34139 -4.61966 2.35241
34 H -4.65470 -1.39127 3.57642
35 H -3.10931 -0.25530 3.14385
36 H -3.99021 -2.07701 0.73163
37 H -5.53877 -1.19116 1.40723
38 H -3.90489 1.11286 1.33251
39 H -5.02387 0.56680 -0.09516
40 H -0.92057 0.29863 1.27248
41 H -3.49669 -1.88097 -1.38355
42 H -4.25944 -0.42050 -2.29860
43 H -2.70567 -0.72881 -4.01886
44 H -2.13531 -2.99146 -4.07204
45 H -1.93693 -3.16326 -2.20606
46 H 0.25311 -3.68389 -3.94351
47 H 0.46916 -1.80118 -4.11814
48 H 1.37362 -1.70849 -1.73128
49 H -0.07675 -2.79500 -1.13089
50 H 1.74218 -4.73261 -2.70943
51 H 1.20253 -4.73303 -0.89291
52 H 3.51220 -2.52826 -1.50577
53 H 3.96639 -4.35909 -1.91513
54 H 4.60082 -3.39780 0.53206
55 H 3.72366 -5.08136 0.55021
56 H 1.35938 -3.87997 1.14158
57 H 2.73603 -3.76267 2.42914
58 H 1.56931 -1.35734 0.49321
59 H 1.59988 -1.51947 2.37140
60 H 4.30239 -1.00840 0.53218
61 H 4.17130 -1.23016 2.45226
62 H 2.27929 0.95101 0.94801
63 H 2.64822 0.79032 2.81071
64 H 4.27304 2.54150 2.42701
65 H 5.38659 1.19029 1.70049
66 H 3.28068 2.35186 -0.41305
67 H 5.17775 2.11035 -0.57014
68 H 5.16381 4.48442 -0.75926
69 H 5.18688 4.48625 1.18207
70 H 3.56551 4.79736 0.26972
71 H -0.23082 -0.12781 -2.28434
72 H -0.58405 0.13139 -3.90873
73 H -2.55985 1.54632 -3.38811
74 H -0.91095 2.36057 -2.97485
75 H -1.32076 1.94279 -0.44022
76 H -4.40239 2.61820 -0.97484
77 H -3.26960 3.30386 -2.31212
78 H -4.01655 3.81763 1.38033
79 H -2.41195 2.69651 1.43354
80 H -0.77061 5.02576 3.48622
81 H -1.63976 3.35132 3.38341
82 H -0.08328 2.55672 1.40647
83 H 0.90321 3.23159 2.86341
84 H 0.86694 4.25737 0.16216

Atoms 1-2, force components in eV/Å:
-5.470 8.391 0.035
4.852 -7.935 -2.148